# 1
{"formula": "C15H25N5O3", "method": "wB97M-V/def2-TZVPD", "elements": ["O", "O", "O", "N", "C", "C", "C", "C", "C", "C", "N", "N", "N", "N", "C", "C", "C", "C", "C", "C", "C", "C", "C", "H", "H", "H", "H", "H", "H", "H", "H", "H", "H", "H", "H", "H", "H", "H", "H", "H", "H", "H", "H", "H", "H", "H", "H", "H"], "coordinates": [[2.521958, -1.991632, 1.049971], [-0.838504, 3.207964, -0.999331], [1.311642, -0.045059, -1.838593], [-1.358012, 2.305561, 3.689135], [2.327960, -2.658486, 0.054971], [0.307407, 2.902686, -1.283763], [0.808871, -0.150712, -0.724686], [-2.077967, 2.976810, 2.794970], [-0.053532, 2.264073, 3.180957], [-0.020246, 2.973377, 1.987409], [-1.306278, 3.323422, 1.756388], [0.868263, 3.073575, -2.456076], [0.748182, 0.866371, 0.126747], [1.202448, -2.524113, -0.660392], [3.195976, -3.796635, -0.358915], [0.152012, 3.711916, -3.536901], [-1.516191, -4.196517, 0.099363], [-2.530474, -2.252838, 1.275780], [-2.099046, -2.779524, -0.097603], [1.154797, 3.144789, 1.082191], [-1.193901, -1.771615, -0.824626], [1.173054, 2.254909, -0.207525], [0.251095, -1.503546, -0.247412], [-3.114967, 3.186454, 2.841792], [0.810667, 1.787032, 3.642625], [-1.646412, 3.897030, 0.987294], [1.743275, 2.625983, -2.652297], [0.359077, 0.703457, 1.075616], [1.042279, -3.106719, -1.499561], [3.094487, -3.947935, -1.406301], [4.219507, -3.507203, -0.236834], [2.971244, -4.701918, 0.198231], [-0.142016, 4.754720, -3.257864], [-0.758686, 3.128311, -3.737119], [0.764904, 3.774992, -4.427248], [-2.270721, -4.842426, 0.612195], [-1.240049, -4.589984, -0.855709], [-0.608302, -4.190202, 0.743966], [-3.361580, -2.833432, 1.642455], [-1.714254, -2.335681, 2.017470], [-2.897583, -1.244004, 1.163359], [-3.032473, -2.837430, -0.666293], [2.066510, 2.908853, 1.627544], [1.182675, 4.171126, 0.780646], [-1.117076, -2.098540, -1.847947], [-1.705603, -0.790625, -0.871994], [2.203074, 2.220716, -0.571461], [0.122525, -1.467348, 0.835388]], "forces_ev_per_a": [[0.4, 0.6, 0.4], [-0.6, 0.6, -0.4], [-0.2, 0.1, 0.0], [0.3, -0.1, -0.2], [-0.3, -0.8, 0.7], [-0.4, -1.2, 1.7], [0.4, -0.6, -1.0], [2.0, -1.4, 1.1], [-1.2, 1.0, -0.5], [0.7, -1.7, 0.8], [-0.8, 1.8, -1.2], [0.7, 0.7, -1.4], [-0.6, 1.5, 1.6], [-1.3, -0.3, -0.7], [0.4, 0.3, -0.1], [-0.9, 0.6, 0.2], [-0.2, 0.5, 0.8], [0.5, -0.2, -0.1], [0.2, 0.0, 1.2], [-0.4, -0.8, -0.5], [0.6, 0.5, 0.1], [0.1, -0.7, 0.6], [-1.2, -0.1, -0.7], [-0.7, 0.1, 0.1], [-0.5, 0.1, 0.2], [0.5, -0.5, 0.0], [0.1, -0.2, 0.1], [0.4, 0.3, -1.0], [0.1, 0.9, 1.0], [-0.3, -0.5, -1.0], [0.6, 0.0, 0.5], [0.0, 0.0, 0.1], [0.2, -0.9, -0.1], [0.2, 0.4, -0.1], [0.2, -0.2, 0.0], [0.6, 0.4, -0.6], [0.1, -0.7, -0.6], [-0.6, 0.2, -0.4], [-0.3, -0.3, 0.2], [-0.4, 0.3, -0.3], [0.1, 0.5, 0.3], [0.2, -0.2, -0.3], [-0.1, 0.1, 0.2], [0.4, 0.7, -0.4], [0.3, 0.0, -0.6], [0.1, -0.4, 0.1], [0.0, -0.2, 0.1], [0.5, -0.3, 0.1]], "smiles": "CNC(=O)[C@@H](Cc1cnc[nH]1)NC(=O)[C@@H](CC(C)C)NC(C)=O", "orbital_gap_ev": 9.3, "e_above_lowest_kcal_mol": 4.29, "e_homo_ev": -8.6, "charge": 0}

# 2
{"formula": "C15H25NO4", "method": "wB97M-V/def2-TZVPD", "elements": ["N", "O", "O", "C", "C", "C", "C", "C", "C", "C", "C", "C", "C", "C", "C", "C", "C", "C", "O", "O", "H", "H", "H", "H", "H", "H", "H", "H", "H", "H", "H", "H", "H", "H", "H", "H", "H", "H", "H", "H", "H", "H", "H", "H", "H"], "coordinates": [[0.833685, 3.308772, 2.739976], [-0.315685, 3.506157, 2.401212], [1.866089, 3.872188, 2.462116], [0.553936, -0.821520, -3.682474], [1.111794, -1.009544, -2.286767], [2.114706, -0.216986, -1.866166], [2.829739, -0.340285, -0.560293], [2.475998, 0.672508, 0.512592], [1.172647, 0.430723, 1.431777], [-0.120952, 0.714760, 0.608100], [-1.412414, 0.851227, 1.423030], [-2.240393, 0.366706, 0.208412], [-0.889405, -0.127372, -0.459749], [-0.684599, -1.619614, -0.531218], [0.496247, -2.087434, -1.399187], [-3.284292, -0.683105, 0.512794], [-2.815512, 1.557111, -0.551354], [1.262304, -1.095116, 1.977498], [0.242858, -1.379357, 2.888933], [1.189929, 1.330485, 2.412203], [-0.267856, -1.523295, -3.892158], [0.168600, 0.203218, -3.849804], [1.353075, -0.988557, -4.427394], [2.499899, 0.585791, -2.501011], [2.760845, -1.346213, -0.134709], [3.891880, -0.148391, -0.790009], [3.343146, 0.731838, 1.190039], [2.328384, 1.664551, 0.074221], [0.101630, 1.685489, 0.138064], [-1.439182, 0.128964, 2.251276], [-1.604711, 1.887645, 1.735160], [-0.793477, 0.348083, -1.451314], [-0.584955, -2.054406, 0.475041], [-1.581460, -2.076369, -0.981903], [0.069543, -2.861502, -2.053496], [1.222661, -2.599978, -0.751723], [-3.694663, -1.096147, -0.418089], [-2.862689, -1.489771, 1.117965], [-4.116522, -0.230624, 1.065712], [-3.205880, 1.248817, -1.534440], [-3.641046, 2.009468, 0.021942], [-2.028934, 2.310934, -0.692879], [1.233181, -1.838569, 1.157333], [2.209499, -1.190440, 2.536473], [0.252348, -0.590825, 3.474254]], "forces_ev_per_a": [[-0.7, 0.8, -5.1], [2.7, 0.1, 2.0], [-2.2, -1.4, 1.8], [-0.2, 0.1, -0.3], [0.7, 0.4, 0.4], [-0.7, -0.6, 0.0], [0.5, 0.0, -0.1], [-0.8, 0.1, 1.1], [0.6, -0.5, -3.9], [-0.1, 0.2, -0.2], [-0.2, 0.2, 0.1], [0.7, 0.0, 0.1], [-0.3, 0.6, 0.0], [-0.6, -0.3, -0.1], [0.2, -0.3, -0.6], [-0.2, 0.1, -0.2], [-0.1, -0.1, 0.0], [0.4, 0.9, 0.6], [-0.4, 0.7, 0.5], [1.2, -0.3, 3.8], [0.3, 0.2, 0.0], [0.2, -0.5, 0.2], [-0.4, 0.0, 0.2], [-0.2, -0.2, -0.1], [0.1, 0.1, -0.3], [-0.2, -0.3, 0.1], [-0.4, 0.1, 0.0], [0.1, 0.0, 0.0], [0.0, -0.1, 0.1], [-0.2, 0.4, -0.2], [-0.2, -0.7, 0.3], [0.1, -0.5, 0.2], [-0.3, 0.2, -0.3], [0.1, 0.3, 0.3], [0.4, 0.0, 0.1], [0.1, 0.3, -0.4], [0.0, -0.1, 0.2], [-0.1, 0.0, -0.1], [0.1, -0.1, 0.0], [0.1, 0.1, 0.2], [0.2, -0.1, -0.2], [-0.3, -0.1, -0.1], [0.0, 0.8, 0.5], [0.1, 0.2, -0.6], [-0.3, -0.7, -0.2]], "orbital_gap_ev": [5.4, 5.4], "e_above_lowest_kcal_mol": 176.93, "e_homo_ev": [-8.8, -8.7], "charge": 0}

# 3
{"formula": "C15H25NO4", "method": "wB97M-V/def2-TZVPD", "elements": ["C", "C", "O", "C", "C", "C", "C", "C", "C", "H", "H", "O", "C", "C", "O", "C", "C", "N", "H", "C", "C", "O", "C", "H", "H", "H", "H", "H", "H", "H", "H", "H", "H", "H", "H", "H", "H", "H", "H", "H", "H", "H", "H", "H", "H"], "coordinates": [[-0.047803, -3.231391, 6.992918], [-0.500072, -2.824715, 5.482166], [0.549876, -2.613004, 4.660336], [0.498991, -2.265954, 3.462532], [1.840943, -2.143060, 2.704000], [1.642570, -1.663189, 1.545993], [0.421604, -1.396182, 1.003873], [-0.810504, -1.833706, 1.511595], [-0.759470, -2.209464, 2.885983], [-1.641758, -2.221910, 3.391233], [-1.990531, -1.649370, 1.148296], [0.343173, -1.329407, -0.467744], [-0.569867, -0.932080, -1.267584], [-1.412343, 0.535725, -0.910868], [-2.266544, 0.810239, -1.871414], [-1.913114, 1.962800, -2.630703], [-0.934316, 1.430602, -3.909908], [-0.540587, 2.408862, -4.751766], [-1.306593, 3.109490, -5.005545], [0.706847, 2.876220, -4.531414], [1.104765, 3.456734, -3.299637], [0.929578, 2.791011, -1.965578], [2.082263, 1.973309, -1.928791], [1.981120, 1.530552, -0.868120], [3.004107, 2.341742, -2.038957], [2.314222, 1.247837, -2.826505], [0.487770, 4.364004, -3.117452], [1.902656, 4.010542, -3.447013], [1.039473, 3.538928, -5.306769], [1.454942, 2.018929, -4.673790], [-1.795739, 0.577438, -4.548346], [-0.168714, 0.661682, -3.564732], [-1.397348, 2.708818, -2.274076], [-2.718037, 2.305134, -3.129757], [-0.417198, 1.222853, -0.866822], [-1.979338, 0.528303, 0.056169], [-0.447776, -1.080074, -2.374728], [-1.631327, -1.437580, -0.895984], [2.423732, -1.546780, 0.909203], [2.435079, -2.225825, 3.409273], [-1.080830, -3.511487, 5.184839], [-1.249222, -1.889758, 5.921936], [0.620507, -4.240437, 7.016686], [0.709117, -2.509157, 7.504108], [-0.914307, -3.657227, 7.682863]], "forces_ev_per_a": [[2.1, -3.0, 0.4], [1.1, 6.0, 7.9], [3.0, -0.6, 5.8], [-0.2, 0.0, -5.6], [-10.7, -0.7, 2.4], [0.1, 1.5, -4.0], [-5.6, -1.7, -4.6], [-2.0, 1.7, 1.9], [2.8, 1.3, -3.4], [-2.1, -0.5, 1.7], [3.9, -0.5, 0.2], [6.7, -0.5, 3.1], [-9.7, 1.5, 0.6], [6.5, -0.6, 2.1], [-1.7, 2.4, -2.4], [1.4, -6.8, -4.0], [-5.5, -5.3, 1.7], [-3.3, 1.8, -2.4], [1.7, -1.3, 0.6], [4.1, -2.2, -1.8], [-6.0, 2.4, 4.7], [2.6, 0.4, -3.9], [-2.6, -4.3, 1.9], [0.6, -0.3, -2.0], [3.4, 3.3, 0.5], [-1.9, 0.2, 1.6], [-0.7, -0.4, -0.2], [5.4, 1.5, 0.1], [0.0, 0.7, -0.5], [-0.9, 0.5, -0.2], [2.3, 2.3, 1.8], [-0.5, 1.6, -0.4], [2.6, 3.6, 3.3], [-3.1, 1.0, -1.4], [-2.7, -0.6, 0.3], [1.1, -0.4, -0.4], [0.3, 0.2, 1.3], [2.0, -0.5, -1.8], [2.4, 0.7, -2.0], [7.2, -0.9, 5.3], [-4.5, -5.2, -2.6], [2.1, -1.7, -2.4], [-1.3, 2.1, -0.6], [-2.0, -0.8, -0.9], [1.4, 1.8, -1.5]], "orbital_gap_ev": 8.1, "e_above_lowest_kcal_mol": 311.04, "e_homo_ev": -7.3, "charge": 0}

# 4
{"formula": "C15H26B2FN2O9S", "method": "wB97M-V/def2-TZVPD", "elements": ["C", "C", "O", "C", "C", "O", "C", "C", "B", "C", "O", "C", "N", "N", "B", "O", "C", "C", "C", "C", "C", "O", "F", "H", "H", "H", "H", "H", "H", "H", "H", "H", "H", "H", "H", "H", "H", "H", "H", "H", "H", "H", "H", "H", "H", "C", "C", "O", "S", "O", "O", "O", "H", "H", "H", "H"], "coordinates": [[4.977846, 0.052909, 1.941553], [4.288790, 1.373616, 1.602651], [3.819610, 1.433593, 0.263065], [2.761223, 0.564911, -0.052792], [1.638748, 1.360472, -0.647773], [0.885657, 2.030958, 0.400233], [-0.406834, 2.292523, 0.194669], [-0.866949, 3.592112, 0.105983], [0.115827, 4.860546, 0.176853], [1.378873, 4.986164, -0.709401], [-0.218619, 5.865686, 1.017705], [-2.244314, 3.752846, -0.070617], [-3.105034, 2.756744, -0.147754], [-2.617087, 1.538753, -0.012040], [-3.766367, 0.468585, -0.016495], [-4.091608, 0.016917, -1.240934], [-4.325642, -0.015301, 1.338110], [-3.943365, 0.786898, 2.579265], [-1.323811, 1.250672, 0.156914], [-0.958938, -0.187143, 0.310190], [-0.913154, -0.910032, -1.012870], [-0.825125, -0.430316, -2.083868], [-0.950843, -2.249631, -0.802094], [4.392516, -0.557601, 2.624909], [5.130414, -0.530130, 1.037984], [5.942770, 0.228293, 2.403369], [3.454643, 1.566339, 2.281768], [4.976043, 2.206985, 1.697678], [3.088088, -0.170860, -0.788191], [2.411477, 0.029716, 0.834580], [0.966947, 0.749300, -1.254949], [2.051855, 2.144154, -1.276290], [1.599430, 6.034202, -0.893836], [1.264159, 4.491958, -1.672342], [2.238971, 4.542472, -0.207801], [-0.971673, 5.713000, 1.595790], [-2.684399, 4.733533, -0.175064], [-4.840534, 0.410899, -1.700721], [-5.409666, -0.053222, 1.210785], [-4.038491, -1.064163, 1.458252], [-4.400396, 0.366057, 3.468387], [-2.866479, 0.777157, 2.748267], [-4.256708, 1.823770, 2.497953], [-1.622776, -0.709092, 0.997253], [0.036251, -0.248728, 0.751425], [0.608833, -5.124225, -2.363139], [-0.695004, -5.816578, -2.013484], [-0.335226, -7.200666, -1.973513], [1.147887, -7.371834, -1.402182], [1.108080, -7.625140, -0.008635], [1.867516, -8.210872, -2.284241], [1.588457, -5.844969, -1.607294], [0.839847, -5.202278, -3.426522], [0.633441, -4.083984, -2.052052], [-1.466488, -5.682379, -2.765860], [-1.068671, -5.513597, -1.032840]], "forces_ev_per_a": [[-0.2, 0.0, 0.1], [0.0, -0.1, 0.1], [-0.1, 0.1, -0.1], [0.2, 0.2, 0.2], [-0.3, 0.1, -0.4], [0.3, 0.1, 0.4], [0.4, 0.2, -0.2], [0.1, 0.2, 0.1], [-0.1, 0.0, 0.1], [-0.2, 0.1, -0.2], [0.0, -0.1, 0.0], [0.0, -0.1, 0.0], [-0.1, -0.2, 0.1], [0.5, 0.0, 0.1], [0.0, -0.1, -0.1], [0.0, 0.5, 0.1], [0.0, 0.3, 0.1], [0.1, -0.1, 0.0], [-0.9, -0.3, -0.1], [0.1, -0.1, 0.1], [0.0, -0.4, 0.2], [-0.1, -0.3, -0.1], [0.0, 0.5, -0.2], [-0.1, 0.0, 0.1], [0.2, 0.0, -0.1], [0.1, 0.0, 0.0], [-0.1, 0.0, 0.1], [0.1, 0.1, -0.1], [0.0, -0.1, -0.1], [0.0, -0.1, 0.1], [0.1, 0.1, 0.1], [0.1, 0.0, -0.2], [0.1, 0.1, 0.0], [0.1, -0.1, -0.1], [0.1, -0.1, 0.1], [0.0, 0.1, 0.1], [-0.1, 0.1, 0.0], [-0.1, -0.3, -0.2], [-0.1, -0.1, 0.0], [0.0, -0.2, -0.1], [-0.1, 0.0, 0.1], [0.1, 0.0, 0.0], [-0.1, 0.1, 0.0], [-0.1, 0.0, 0.0], [0.1, -0.1, 0.0], [0.0, 0.0, -0.1], [0.0, 0.1, 0.1], [0.0, -0.1, -0.1], [-0.1, 0.1, 0.0], [0.0, 0.0, 0.1], [0.0, -0.1, 0.0], [0.0, 0.1, 0.1], [0.0, 0.0, 0.0], [0.1, 0.0, 0.1], [0.0, -0.1, 0.0], [0.0, 0.0, 0.0]], "orbital_gap_ev": 8.0, "e_homo_ev": -12.7, "charge": 1}